{
  "formula": "C5H8N2",
  "method": "ωB97M-V with the def2-TZVPD basis set",
  "elements": ["N", "C", "C", "N", "C", "C", "C", "H", "H", "H", "H", "H", "H", "H", "H"],
  "coordinates": [[2.342, -0.264, -0.329], [1.411, -0.113, 0.730], [0.729, 0.968, 1.054], [-0.097, 1.860, 1.245], [-0.694, -0.440, -0.920], [-1.676, 0.393, -0.746], [-1.815, -0.933, -0.061], [3.259, -0.503, 0.032], [2.427, 0.574, -0.893], [1.227, -1.001, 1.326], [0.178, -0.744, -1.477], [-0.906, 1.644, 0.621], [-2.198, 1.259, -1.116], [-2.495, -1.672, -0.490], [-1.693, -1.029, 1.024]],
  "forces_ev_per_angstrom": [[0.194, 0.191, 0.041], [-0.028, 0.108, 0.376], [-0.284, 0.042, -0.063], [0.489, -0.465, -0.051], [-0.288, 0.155, -0.287], [0.031, -0.253, -0.485], [-0.230, -0.298, 0.152], [-0.033, 0.002, -0.142], [-0.006, -0.063, 0.101], [0.073, 0.110, 0.026], [-0.081, 0.053, 0.126], [0.080, 0.267, 0.159], [0.022, -0.007, 0.119], [0.019, 0.012, 0.151], [0.041, 0.145, -0.225]],
  "relative_energy_kcal_mol": 110.24,
  "lumo_energy_ev": 0.89,
  "homo_ev": -8.3,
  "charge": 0,
  "fmax_ev_per_a": 0.68
}